--- 1 ---
Entry from the OMol25 dataset: 2 unconnected molecules or ions with the total composition C2H6FP (wB97M-V/def2-TZVPD).

Last columns: bonded neighbours and bond lengths (Å).
Cartesian coordinates (Å):
1 C -2.037 -0.521 -0.075  P4 1.871, H5 1.137, H6 1.139, H7 1.027
2 C 0.194 2.387 -0.049  F3 1.330, H8 1.054, H9 1.049
3 F 1.469 2.514 -0.406  C2 1.330
4 P -0.469 -0.267 0.912  C1 1.871, H10 1.418
5 H -2.900 -0.447 0.663  C1 1.137
6 H -2.028 -1.625 -0.358  C1 1.139
7 H -2.076 0.209 -0.795  C1 1.027
8 H -0.377 2.224 -0.919  C2 1.054
9 H -0.101 2.989 0.757  C2 1.049
10 H 0.322 -1.222 0.225  P4 1.418

The calculation puts the frontier orbital gap (spin up / spin down) at 0.290 / 0.309 Eh.

These are the Mulliken partial charges, in e, on atoms 1 to 6: -0.779 -0.400 -0.229 0.013 0.234 0.275

***

--- 2 ---
Entry from the OMol25 dataset: C2H6FP in the gas phase (wB97M-V/def2-TZVPD).

Last columns: bonded neighbours and bond lengths (Å).
Cartesian coordinates (Å):
1 C -0.592 0.335 -1.293  P2 1.789, H5 1.153, H6 1.179, H7 1.080
2 P 0.216 1.353 -0.064  C1 1.789, C3 1.853, F4 1.857
3 C 0.595 0.087 1.234  P2 1.853, H8 1.092, H9 1.014, H10 1.062
4 F 1.987 1.356 -0.626  P2 1.857
5 H -1.342 -0.336 -0.730  C1 1.153
6 H 0.099 -0.474 -1.802  C1 1.179
7 H -1.025 0.936 -2.079  C1 1.080
8 H -0.280 -0.245 1.796  C3 1.092
9 H 1.178 0.661 1.832  C3 1.014
10 H 1.066 -0.656 0.639  C3 1.062

The calculation puts the frontier orbital gap at 0.381 Eh. As for the SMILES: CP(C)F.

These are the Mulliken partial charges, in e, on atoms 1 to 6: -0.810 0.346 -0.940 -0.426 0.283 0.272

***

The calculated energies rank the structures as follows, beginning with the most stable: 2, 1.

***

--- 1 ---
Entry from the OMol25 dataset: CH5BS in the gas phase (wB97M-V/def2-TZVPD).

Last columns: bonded neighbours and bond lengths (Å).
Cartesian coordinates (Å):
1 B -0.479 0.772 -0.228  C2 1.700, S3 2.091, H4 1.281, H6 1.175
2 C -0.102 -0.878 -0.066  B1 1.700, S3 1.816, H5 1.072, H7 1.077
3 S 1.460 0.040 0.050  B1 2.091, C2 1.816, H8 1.369
4 H -0.602 1.252 -1.409  B1 1.281
5 H -0.337 -1.503 0.773  C2 1.072
6 H -0.761 1.708 0.424  B1 1.175
7 H -0.331 -1.482 -0.928  C2 1.077
8 H 1.153 0.091 1.383  S3 1.369

The calculation puts the frontier orbital gap at 0.377 Eh.

These are the Mulliken partial charges, in e, on atoms 1 to 6: 0.117 -0.507 -0.145 -0.078 0.258 -0.077

***

--- 2 ---
Entry from the OMol25 dataset: CH5BS in the gas phase (wB97M-V/def2-TZVPD).

Last columns: bonded neighbours and bond lengths (Å).
Cartesian coordinates (Å):
1 B 1.621 0.125 0.115  S3 1.893, H4 1.171, H5 1.166
2 C -1.764 0.110 -0.141  S3 1.792, H6 1.018, H7 1.085
3 S -0.151 -0.498 0.349  B1 1.893, C2 1.792, H8 1.260
4 H 2.140 -0.082 -0.914  B1 1.171
5 H 2.170 0.585 1.035  B1 1.166
6 H -1.909 0.920 -0.740  C2 1.018
7 H -2.153 0.174 0.870  C2 1.085
8 H 0.048 -1.334 -0.573  S3 1.260

The calculation puts the frontier orbital gap at 0.240 Eh.

These are the Mulliken partial charges, in e, on atoms 1 to 6: 0.161 -0.767 0.035 -0.017 -0.012 0.288

***

The calculated energies rank the structures as follows, beginning with the most stable: 1, 2.